No. 1
A structure of composition C18H36BCl2CsF4O8S4 in a non-equilibrium geometry, computed with ωB97M-V/def2-TZVPD.

Properties
- Orbital gap: 9.16 eV
- HOMO energy: -0.3566 Ha
- 2S+1: 1

Positions of all 74 atoms, in Å:
Cs 3.81055 0.17931 -1.95294
B 0.46529 2.39442 -0.07191
F -0.32761 3.41789 0.30297
F 1.74598 2.91369 -0.05962
F 0.34749 1.30668 0.63420
F 0.23730 2.00980 -1.35217
C -3.35268 -3.11177 -1.40004
C -3.20775 -4.31294 -2.39575
C -1.98134 -4.13686 -3.34795
S -1.58377 -2.28479 -3.34292
O -2.43806 -1.70836 -4.36089
O -0.14518 -1.96046 -3.24816
C -2.35376 -1.98259 -1.65816
H -3.18987 -3.50980 -0.39845
H -4.33457 -2.65321 -1.51714
H -4.21151 -4.49255 -2.78086
H -3.06432 -5.15023 -1.71276
H -2.24634 -4.41852 -4.36703
H -1.08280 -4.52570 -2.86885
H -2.73982 -0.96972 -1.54352
H -1.48188 -2.21560 -1.04689
C -1.72350 5.08965 -4.97759
C -1.95534 3.70811 -5.60191
C -0.73135 3.16871 -6.24420
S 0.74452 4.18270 -5.52838
O 1.22217 5.11547 -6.53418
O 1.58552 3.19978 -4.88678
C -0.29927 5.16897 -4.29724
H -2.58926 5.13484 -4.31690
H -1.83749 5.83742 -5.76242
H -2.86801 3.60911 -6.18957
H -2.12423 3.07713 -4.72930
H -0.75459 3.04930 -7.32739
H -0.50970 2.15000 -5.92607
H 0.34961 6.03951 -4.20132
H -0.29323 4.60113 -3.36685
C 2.41364 2.94085 4.71752
C 3.43525 4.13724 4.92740
C 4.37164 4.04924 3.74587
S 4.80447 2.30716 3.57030
O 5.78920 1.90724 4.59282
O 4.91647 1.83906 2.19963
C 3.19051 1.75477 4.29535
H 1.68770 3.31275 3.99447
H 1.84108 2.70541 5.61465
H 4.14416 3.98862 5.74192
H 3.05415 5.15794 4.95979
H 5.26276 4.67598 3.78034
H 3.91583 4.14508 2.76040
H 3.38404 0.94406 4.99777
H 2.60403 1.25907 3.52177
C 0.48920 -4.67597 2.94118
C 1.07096 -6.07428 2.77065
C 2.47616 -6.03804 2.22575
S 2.67712 -4.32815 1.43689
O 2.15216 -4.51336 0.05672
O 4.01292 -3.82063 1.82316
C 1.47140 -3.54744 2.50153
H 0.01223 -4.55075 3.91325
H -0.42359 -4.72408 2.34737
H 0.46727 -6.72436 2.13737
H 0.97499 -6.50516 3.76726
H 2.86889 -6.70888 1.46165
H 3.25666 -6.11076 2.98313
H 0.98594 -2.66085 2.09362
H 2.03047 -3.36841 3.41995
Cl -3.32719 0.76708 3.93973
C -3.81137 0.39583 2.31527
C -5.31960 0.10521 2.22966
Cl -5.51965 -1.56116 2.74553
H -3.15428 -0.44298 2.08564
H -3.49835 1.27462 1.75148
H -5.68695 0.16876 1.20540
H -6.10146 0.59876 2.80689

***

No. 2
A cluster of 9 separate species, C18H36Br18 in total in a non-equilibrium geometry, computed with ωB97M-V/def2-TZVPD.

Properties
- Orbital gap: 9.82 eV
- HOMO energy: -0.3638 Ha
- Structure (SMILES): BrCCBr.BrCCBr.BrCCBr.BrCCBr.BrCCBr.BrCCBr.BrCCBr.BrCCBr.BrCCBr
- Energy above the lowest of the compared OMol25 structures with the same formula, charge and spin: 318.3 kJ/mol
- 2S+1: 1

Positions of all 72 atoms, in Å:
Br -0.33283 -1.71327 1.32258
C -1.08828 -0.60552 -0.15505
C -0.21407 0.65406 -0.17289
Br 1.77462 0.53640 -0.50810
H -2.12035 -0.45902 0.16352
H -0.91914 -1.11373 -1.10437
H -0.34358 1.10835 0.80943
H -0.50303 1.30255 -0.99996
Br -7.22424 3.68723 -1.84979
C -5.92949 3.70958 -3.40284
C -4.76613 4.64758 -3.01292
Br -3.39073 4.47584 -4.45622
H -6.45577 4.02541 -4.30361
H -5.47197 2.73502 -3.57314
H -4.34607 4.38145 -2.04296
H -5.04910 5.69727 -2.93432
Br 5.05653 3.50079 3.39886
C 6.93961 3.27292 2.66674
C 7.02093 3.82082 1.24286
Br 8.94549 4.36713 0.75708
H 7.35994 2.26728 2.67753
H 7.65755 3.75926 3.32713
H 6.56822 4.81131 1.19716
H 6.75788 3.08191 0.48596
Br 2.30020 -8.15577 7.28382
C 0.51532 -8.45903 6.31452
C 0.48925 -7.71836 4.95840
Br 1.79059 -8.47782 3.65283
H -0.16333 -7.93079 6.98422
H 0.32783 -9.53260 6.29457
H 0.65150 -6.66989 5.20840
H -0.54441 -7.80007 4.62230
Br 2.88170 -2.81402 -8.02063
C 3.93050 -1.50777 -7.01037
C 3.07337 -0.28076 -6.80639
Br 1.41006 -0.78132 -5.85550
H 4.88302 -1.40965 -7.53112
H 4.06958 -1.87738 -5.99443
H 2.79069 0.18461 -7.75066
H 3.57362 0.47542 -6.20138
Br 4.75307 5.23355 -6.47560
C 4.57550 5.72764 -4.58044
C 3.09012 5.63639 -4.20577
Br 2.70834 6.57826 -2.44575
H 4.82202 6.78939 -4.58246
H 5.17001 5.10450 -3.91234
H 2.83151 4.58755 -4.06039
H 2.46364 6.00218 -5.01929
Br -6.65301 6.37935 5.76477
C -4.87401 6.29664 4.92807
C -4.81066 5.44077 3.60770
Br -3.09460 5.66699 2.67639
H -4.14880 6.06098 5.70693
H -4.69475 7.33265 4.64060
H -5.58414 5.74615 2.90302
H -5.05884 4.38624 3.72796
Br -5.74771 -2.00452 3.58354
C -5.24590 -3.47242 4.80250
C -4.80149 -2.94370 6.18033
Br -4.36736 -4.45161 7.38636
H -4.45210 -4.07067 4.35521
H -6.13955 -4.07390 4.96897
H -5.63026 -2.37664 6.60423
H -3.89316 -2.34145 6.19830
Br -1.43429 -6.36849 -2.59849
C 0.53760 -6.42508 -2.69775
C 1.17782 -7.75015 -2.84027
Br 3.19777 -7.51151 -3.25541
H 0.83471 -5.86118 -1.81353
H 0.77692 -5.81674 -3.56996
H 0.73078 -8.28637 -3.67736
H 1.05526 -8.41015 -1.98151

***

No. 3
A cluster of 3 separate species, C18H36BrO6 in total in a non-equilibrium geometry, computed with ωB97M-V/def2-TZVPD.

Properties
- Orbital gap: 4.01 eV
- Charge: -1
- HOMO energy: -0.0685 Ha
- 2S+1: 1

Positions of all 61 atoms, in Å:
C 6.84220 3.83415 -5.72874
C 5.77890 4.17103 -5.23035
C 4.55201 4.45245 -4.59082
C 3.37454 4.49034 -5.58236
C 2.30942 3.43840 -5.18686
C 2.81468 2.05352 -5.55230
Br 2.03562 0.66236 -4.40076
H 7.73988 3.32812 -5.99033
H 4.67198 5.42574 -4.10179
H 3.72733 4.25807 -6.59213
H 2.85016 5.45183 -5.56945
H 1.32610 3.64166 -5.62550
H 2.22489 3.46774 -4.10134
H 2.55010 1.81296 -6.57758
H 3.89023 2.03811 -5.39992
C -0.57704 -2.13401 -3.54948
O 0.16256 -2.64403 -2.45814
C 0.54265 -1.68342 -1.48972
C 0.17563 -2.08426 -0.07465
O -1.21283 -2.18018 0.22220
C -1.99700 -3.17168 -0.41618
C -1.67540 -4.61664 -0.08325
O -0.39622 -5.02598 -0.52833
C 0.41406 -5.64606 0.44562
H 0.09364 -1.85795 -4.36731
H -1.25051 -2.91879 -3.90129
H -1.18120 -1.26764 -3.26559
H 0.11297 -0.70267 -1.71632
H 1.63370 -1.58275 -1.53106
H 0.54380 -1.28827 0.57901
H 0.70179 -2.98963 0.23248
H -2.02923 -3.01179 -1.49508
H -3.01558 -2.99284 -0.05733
H -2.41674 -5.24288 -0.59695
H -1.78896 -4.77827 0.99426
H 0.20708 -5.26958 1.45163
H 1.45434 -5.42045 0.20666
H 0.28164 -6.73313 0.42358
C -2.82984 1.98514 1.80593
O -2.97897 1.08132 2.88061
C -2.24283 -0.12469 2.75995
C -1.40692 -0.43764 3.98483
O -0.34358 0.45539 4.27502
C -0.62591 1.78929 4.65629
C -1.32022 1.98375 5.99054
O -2.63614 1.45860 6.02227
C -2.91893 0.60496 7.10827
H -3.60665 1.82041 1.05232
H -2.93922 2.99792 2.19757
H -1.84584 1.90517 1.33623
H -1.60291 -0.11448 1.87378
H -2.96547 -0.94030 2.63388
H -0.91958 -1.39620 3.78665
H -2.03496 -0.59539 4.86442
H -1.14370 2.32527 3.85925
H 0.35464 2.26470 4.74944
H -1.39476 3.06462 6.16608
H -0.70563 1.55593 6.78950
H -2.03214 0.05905 7.44278
H -3.66016 -0.12384 6.77597
H -3.34149 1.17087 7.94553

***

No. 4
A structure of composition C18H36ClN3O4RhSb2, computed with ωB97M-V/def2-TZVPD.

Properties
- Orbital gap (spin up / spin down): 8.47 / 5.53 eV
- Charge: +3
- HOMO energy (spin up / spin down): -0.5906 / -0.5947 Ha
- ⟨S²⟩: 6.009
- Energy above the lowest of the compared OMol25 structures with the same formula, charge and spin: 44.5 kJ/mol
- 2S+1: 5

Positions of all 65 atoms, in Å:
Rh 0.43940 0.15354 -1.56846
N -0.70762 2.58945 -3.45907
C -0.22221 2.28327 -4.86450
C -0.64517 0.86238 -5.25362
C 0.23925 -0.31593 -4.81750
N -0.07441 -0.87164 -3.44983
C 1.72519 0.01320 -4.95531
C 2.13440 1.34661 -4.33092
N 2.12369 1.23307 -2.82874
C 1.28618 2.49489 -4.88420
H -1.70069 2.38170 -3.31418
H -0.50915 3.54344 -3.15288
H -0.16158 1.92079 -2.91021
H -0.71863 2.99941 -5.51656
H -0.61589 0.85271 -6.34610
H -1.69537 0.68316 -5.00596
H 0.00260 -1.12323 -5.51330
H 0.33643 -1.80493 -3.41684
H -1.07930 -1.04764 -3.39083
H 1.95811 0.06370 -6.02111
H 2.33871 -0.80430 -4.56667
H 3.16302 1.56236 -4.62733
H 2.47491 2.09825 -2.41931
H 2.85579 0.55782 -2.60850
H 1.57437 2.60795 -5.93180
H 1.55152 3.44822 -4.41723
C 3.76047 0.31807 0.79362
Sb 1.74404 -0.32756 0.80528
C 1.86774 -2.35287 1.39217
C 0.80933 0.77037 2.39388
C 0.69781 -0.00184 3.68290
C 1.87496 -0.36158 4.33998
C 1.85898 -1.00917 5.56160
C 0.64725 -1.29448 6.16970
C -0.53130 -0.92659 5.54711
C -0.53863 -0.29373 4.30039
C -1.87296 0.11909 3.75614
Sb -3.04483 -1.47395 2.87804
C -5.06057 -0.85247 2.80019
C -2.89150 -3.14166 4.16752
H 4.19553 0.14263 1.77735
H 3.81805 1.38331 0.57616
H 4.33843 -0.24266 0.06123
H 2.59902 -2.43307 2.19444
H 2.17307 -2.96603 0.54792
H 0.90041 -2.69021 1.75883
H -0.13943 1.15112 2.03228
H 1.46303 1.63735 2.52143
H 2.83278 -0.09810 3.90288
H 2.78865 -1.26129 6.05342
H 0.62124 -1.77423 7.13852
H -1.47167 -1.10624 6.05621
H -1.86468 0.97830 3.09118
H -2.53484 0.38566 4.58846
H -5.26397 -0.31921 3.73094
H -5.70077 -1.72920 2.73236
H -5.22570 -0.19146 1.95414
H -3.64592 -3.02143 4.94705
H -1.89590 -3.16801 4.60306
H -3.08757 -4.05972 3.61872
O -3.21626 0.76544 0.25575
Cl -2.11338 0.49050 -0.56880
O -1.58041 -0.84311 -0.34403
O -2.39547 0.64470 -1.97961
O -0.98861 1.42508 -0.26747

***

- What is the formula in the fourth record?
  C18H36ClN3O4RhSb2

***

- What is the formula in the first record?
  C18H36BCl2CsF4O8S4

***

- Which value of 2S+1 does entry 3 give?
  1